No. 1
{"formula": "C30H84AlBF4O34", "method": "ωB97M-V with the def2-TZVPD basis set", "symbols": ["Al", "O", "C", "O", "O", "H", "O", "C", "O", "O", "H", "B", "F", "F", "F", "F", "C", "O", "C", "O", "O", "C", "H", "H", "H", "H", "H", "H", "C", "O", "C", "O", "O", "C", "H", "H", "H", "H", "H", "H", "C", "O", "C", "O", "O", "C", "H", "H", "H", "H", "H", "H", "C", "O", "C", "O", "O", "C", "H", "H", "H", "H", "H", "H", "C", "O", "C", "O", "O", "C", "H", "H", "H", "H", "H", "H", "C", "O", "H", "H", "H", "H", "C", "O", "H", "H", "H", "H", "C", "O", "H", "H", "H", "H", "C", "O", "H", "H", "H", "H", "C", "O", "H", "H", "H", "H", "C", "O", "H", "H", "H", "H", "C", "O", "H", "H", "H", "H", "C", "O", "H", "H", "H", "H", "C", "O", "H", "H", "H", "H", "C", "O", "H", "H", "H", "H", "C", "O", "H", "H", "H", "H", "C", "O", "H", "H", "H", "H", "C", "O", "H", "H", "H", "H"], "xyz": [[21.0004, 13.0382, 12.4885], [22.4625, 12.0048, 9.6827], [22.1984, 13.2570, 9.9850], [22.2364, 13.4695, 11.2544], [21.8774, 14.0665, 9.1526], [22.3555, 11.5231, 10.5362], [19.0524, 13.6232, 9.6923], [18.5140, 13.5027, 10.9209], [19.2533, 13.7935, 12.0214], [17.3451, 13.2045, 11.0156], [19.9767, 13.9213, 9.5084], [17.0546, 15.5685, 12.9124], [17.8142, 16.3443, 13.6347], [21.4978, 13.9102, 13.8198], [16.1827, 14.8669, 13.6793], [16.9344, 15.9499, 11.6186], [22.1734, 20.1985, 12.5802], [22.3586, 18.9618, 13.2154], [22.5687, 17.9741, 12.3092], [22.8061, 18.2221, 11.1470], [22.4414, 16.8082, 12.8934], [23.2989, 15.8785, 12.0943], [21.3562, 20.0388, 11.8980], [22.9733, 20.5071, 11.8902], [21.9557, 20.9199, 13.3749], [23.2655, 14.9665, 12.6504], [24.2440, 16.4050, 11.9004], [22.7933, 15.6324, 11.1798], [18.2540, 10.6847, 9.0989], [19.3540, 9.5756, 8.4421], [19.3300, 9.4564, 7.1881], [18.4978, 9.8300, 6.3848], [20.3877, 8.6042, 6.7568], [21.1931, 8.0396, 7.8669], [17.2148, 10.4364, 8.9227], [18.5684, 11.6029, 8.7239], [18.6174, 10.5226, 10.0971], [21.3977, 8.6828, 8.6827], [22.0630, 7.7516, 7.3840], [20.4746, 7.2730, 8.2675], [17.5229, 7.5220, 18.1272], [18.6578, 8.1894, 17.4831], [19.4673, 8.9966, 18.1731], [20.4711, 9.4551, 17.7321], [19.0136, 9.1585, 19.4183], [19.8653, 9.9351, 20.3022], [16.7419, 8.3024, 18.4165], [17.7318, 6.9170, 18.9692], [17.0638, 6.8563, 17.3909], [19.3216, 10.8514, 20.5251], [20.8050, 10.2642, 19.8249], [20.1330, 9.2370, 21.1044], [11.8085, 11.1394, 12.5941], [10.7966, 11.9981, 13.1677], [10.4523, 13.0269, 12.3345], [10.8213, 13.2362, 11.2316], [9.6657, 13.9225, 12.9630], [9.2549, 13.6469, 14.3823], [12.0913, 10.3821, 13.3092], [12.6417, 11.7733, 12.2797], [11.4337, 10.6163, 11.7489], [10.1160, 13.7289, 15.0054], [8.8213, 12.6643, 14.4317], [8.4975, 14.4325, 14.5483], [13.1563, 14.6715, 14.6770], [13.6286, 13.3339, 14.8942], [13.3648, 12.7952, 16.0465], [12.7349, 13.2721, 16.9954], [13.8171, 11.5288, 16.0122], [13.5273, 10.7608, 17.2205], [13.1545, 14.8435, 13.5869], [13.8501, 15.4062, 15.1887], [12.2007, 14.8554, 15.0963], [12.5065, 10.3435, 17.1199], [13.6314, 11.2687, 18.1533], [14.2723, 9.9682, 17.2847], [20.2305, 22.9127, 16.1826], [20.3040, 22.1406, 15.0327], [21.2682, 23.2060, 16.5309], [19.8684, 23.9299, 16.0174], [19.6943, 22.3871, 16.9946], [19.4351, 22.1404, 14.6036], [19.8512, 10.4819, 12.8428], [20.8320, 11.4609, 12.4099], [19.2170, 10.5009, 11.9618], [20.4324, 9.5923, 13.0112], [19.3997, 10.6331, 13.8503], [29.7275, 22.4128, 7.7084], [14.6289, 13.4028, 19.9229], [15.8033, 14.1665, 19.6817], [13.8624, 13.6509, 19.1845], [14.9378, 12.3627, 19.8278], [14.2139, 13.6899, 20.9278], [15.5366, 14.9762, 19.2506], [19.7160, 18.0764, 9.3896], [19.4286, 17.9305, 7.9896], [19.2813, 17.3388, 10.0527], [20.8190, 18.1065, 9.6006], [19.3045, 19.0615, 9.6893], [19.5613, 17.0505, 7.6901], [22.6958, 13.1473, 18.2701], [23.2929, 13.4686, 17.0385], [22.9967, 12.1437, 18.6161], [22.8639, 13.9268, 19.0659], [21.6128, 12.9971, 18.1087], [22.6287, 13.7573, 16.3825], [19.3394, 16.1197, 19.6565], [20.0792, 15.5780, 20.7281], [18.7069, 16.9497, 20.0024], [20.0722, 16.3769, 18.8706], [18.6483, 15.3769, 19.2739], [19.7316, 14.7601, 21.0294], [16.6196, 19.7609, 14.6495], [18.0000, 19.2544, 14.6857], [16.0563, 19.3345, 13.8272], [16.0691, 19.5600, 15.5839], [16.6314, 20.8394, 14.5156], [17.9834, 18.3323, 14.9233], [20.9015, 17.3684, 16.0632], [20.9457, 18.6551, 16.5673], [21.7829, 17.1284, 15.4174], [20.9680, 16.7115, 16.9012], [19.9800, 17.1571, 15.4242], [21.1831, 19.2708, 15.8550], [15.0550, 10.7531, 11.8017], [16.4275, 10.6289, 11.6858], [14.7368, 11.4741, 11.0104], [14.5866, 9.7647, 11.6185], [14.6717, 11.1454, 12.7522], [16.8562, 11.4603, 11.9020], [16.7664, 13.2458, 16.3595], [17.3604, 13.6937, 17.5438], [17.3303, 13.7589, 15.5912], [16.7184, 12.1097, 16.2651], [15.7067, 13.6414, 16.3087], [16.7083, 13.8277, 18.2561], [12.8221, 19.8367, 15.1279], [13.4748, 20.4082, 13.9840], [11.7261, 19.7051, 14.9809], [13.2155, 18.7977, 15.3146], [13.0167, 20.4848, 15.9743], [12.9787, 20.2157, 13.2002], [13.2558, 16.3210, 10.4331], [13.6868, 17.2223, 9.3818], [14.0620, 15.7006, 10.7903], [12.8485, 16.9506, 11.2092], [12.4518, 15.6659, 10.0711], [13.5926, 16.8330, 8.5250], [16.1997, 17.1400, 18.2289], [15.6858, 15.8848, 17.7340], [16.7818, 16.8996, 19.1323], [16.6976, 17.6157, 17.4508], [15.3889, 17.7964, 18.5159], [16.4877, 15.4130, 17.3905]], "forces_ev_per_a": [[-0.712, 4.691, -0.386], [0.120, -1.622, -0.093], [-0.553, -0.310, 0.327], [-0.599, 0.336, 1.350], [-0.171, 0.823, -0.844], [0.353, 0.020, -0.730], [-0.082, -0.070, -0.118], [1.607, 1.026, 1.433], [0.609, -0.778, -1.628], [-0.233, -0.367, -0.130], [-0.289, -0.033, 0.922], [-1.755, 1.000, -0.327], [1.394, 0.345, 0.576], [-0.089, -0.085, 0.276], [0.670, -0.071, -1.755], [-0.156, -1.319, 1.382], [-0.324, 1.034, -0.468], [0.560, -1.234, -0.021], [-0.703, 1.619, 0.444], [0.041, -0.489, 0.281], [1.392, -0.552, -1.071], [-0.839, 0.451, 0.452], [-0.813, 0.548, -0.117], [0.262, -0.159, 0.785], [0.038, -0.070, -0.425], [0.782, -0.156, 0.583], [-0.166, -0.713, 0.289], [-0.068, 0.418, -0.481], [2.128, -3.129, -0.466], [-2.412, 2.765, 3.717], [0.213, -2.140, -3.920], [0.920, 0.152, 0.734], [-0.582, 1.741, 1.522], [-3.704, -0.439, -0.630], [0.267, -0.415, -0.208], [0.333, 1.346, -0.811], [-0.470, 0.113, 0.341], [0.223, 1.087, 0.390], [1.533, -1.185, -0.607], [1.486, 0.001, -0.215], [-1.372, 2.016, -1.006], [-0.719, -0.929, 0.016], [-0.587, -0.732, 0.520], [0.424, 0.313, -0.591], [0.424, 0.521, 0.455], [0.485, -0.198, -0.621], [1.085, -0.992, -0.301], [0.873, -0.276, 0.969], [0.370, 0.369, -0.219], [-0.085, -0.316, 0.670], [-0.527, -0.447, -0.145], [-0.380, 0.715, 0.224], [0.183, 0.741, 0.130], [0.066, 0.153, -0.873], [-0.422, 0.506, 2.229], [0.594, -0.482, -1.171], [-0.333, -0.771, 1.286], [-0.466, 0.926, -2.227], [0.085, 0.239, 0.557], [-0.027, -0.335, 0.161], [-0.496, -0.240, -0.908], [0.450, 0.106, 0.570], [-0.175, -0.301, 0.143], [0.510, -0.472, 0.197], [1.785, 1.203, -0.096], [-0.067, 0.786, -0.916], [-1.629, -0.680, 2.182], [1.182, -0.340, -1.737], [0.051, 0.012, 1.257], [-0.259, -0.854, -1.011], [0.081, -0.205, 0.598], [-0.551, -0.869, -0.678], [-1.047, -0.252, 0.349], [0.601, 0.194, 0.174], [-0.163, 1.044, 0.239], [-0.138, -0.128, -0.550], [1.323, 1.155, 1.491], [-0.129, -0.329, -0.990], [-0.829, -1.085, -0.291], [-0.838, -0.142, -0.160], [0.191, 0.443, -0.237], [0.357, -0.178, 0.184], [1.481, 1.049, -0.134], [-0.692, -3.926, 0.800], [-0.852, -0.987, 0.705], [-0.160, -0.857, -0.539], [-0.109, 0.696, -0.940], [-0.039, -0.028, 0.015], [-0.282, 0.785, 0.605], [0.284, -0.559, 0.645], [0.021, -0.268, -0.073], [-0.384, -0.092, 0.376], [0.381, -0.764, -0.713], [-0.204, 0.651, -0.485], [0.518, 1.129, -0.367], [-0.114, 1.383, 1.341], [-0.249, -0.553, -0.176], [-0.637, -0.138, -0.310], [0.241, -0.529, -0.287], [0.293, -1.358, -0.144], [-1.332, -0.229, 0.325], [0.176, 0.320, -0.561], [0.531, 0.497, -0.058], [-0.046, -0.721, -0.767], [0.188, 0.427, 0.336], [0.411, -0.285, 0.600], [-0.060, -0.414, -0.057], [0.975, 1.019, 0.240], [0.574, 0.177, -0.209], [-0.670, 0.306, 0.310], [-0.074, -0.218, -0.403], [-0.652, -0.921, 0.191], [0.799, -0.640, 0.414], [-1.255, 1.354, -0.058], [-0.021, -0.145, -0.192], [0.311, -0.041, -0.197], [0.317, -0.007, -0.038], [-0.155, -0.479, 0.019], [0.189, -0.698, -1.594], [0.127, 0.972, -0.129], [-0.570, 0.256, 0.164], [-0.363, -0.620, 0.509], [0.873, 0.189, 0.712], [-0.253, -0.116, 0.159], [-1.109, 0.439, -0.953], [0.837, -0.927, 0.536], [-0.346, -0.439, 0.372], [0.300, 0.548, 0.024], [0.429, -0.089, 0.137], [-0.018, 0.523, -0.099], [-1.565, -0.306, -0.083], [0.643, 0.252, 0.711], [-0.025, -0.612, -0.667], [0.298, 1.421, -0.032], [0.993, -0.513, -0.169], [0.052, -0.689, 0.248], [-0.142, -1.203, -0.746], [0.107, 0.105, 1.027], [0.626, 0.384, 0.090], [-0.165, 0.955, 0.042], [-0.017, -0.035, 0.131], [-0.378, -0.223, -0.541], [-0.516, 0.313, -1.537], [0.031, 0.163, 1.367], [0.439, -0.098, 0.197], [0.021, 0.079, 0.377], [0.128, 0.102, 0.162], [-0.102, -0.591, -0.521], [-1.086, -1.496, 1.385], [0.550, 0.534, -0.542], [0.194, 0.637, -0.477], [1.483, 0.966, -1.076], [-0.446, -0.125, 0.084], [-0.820, 0.242, 0.294]], "homo_ev": -9.62, "total_charge": 0, "lumo_ev": -8.62, "multiplicity": 1}


No. 2
{"formula": "C5H5NO", "method": "ωB97M-V with the def2-TZVPD basis set", "symbols": ["C", "C", "C", "C", "C", "N", "H", "H", "H", "O", "H", "H"], "xyz": [[-2.5664, 0.4515, -0.6804], [-1.5506, 0.3821, -0.0380], [-0.3217, 0.2952, 0.7036], [0.3361, -0.8581, 0.8865], [0.2346, 1.5280, 1.2134], [0.7033, 2.5132, 1.6035], [-3.4702, 0.5113, -1.2469], [-0.0561, -1.7876, 0.4889], [1.2742, -0.8952, 1.4289], [2.0600, -1.0092, -1.3755], [1.2317, -1.0507, -1.8674], [2.1251, -0.0805, -1.1167]], "forces_ev_per_a": [[0.394, -0.028, 0.255], [-0.427, 0.032, -0.292], [0.103, -0.237, 0.029], [-0.150, 0.112, 0.086], [0.444, 0.975, 0.369], [-0.506, -1.055, -0.407], [0.156, -0.003, 0.110], [0.029, 0.156, 0.066], [-0.149, 0.049, -0.069], [-0.060, 0.184, -0.064], [0.089, -0.035, -0.022], [0.076, -0.151, -0.062]], "homo_ev": -9.96, "smiles": "C#CC(=C)C#N.O", "total_charge": 0, "lumo_ev": -0.16, "multiplicity": 1, "e_above_lowest_ev": 2.891}


No. 3
{"formula": "C12H24Br12", "method": "ωB97M-V with the def2-TZVPD basis set", "symbols": ["Br", "C", "C", "Br", "H", "H", "H", "H", "Br", "C", "C", "Br", "H", "H", "H", "H", "Br", "C", "C", "Br", "H", "H", "H", "H", "Br", "C", "C", "Br", "H", "H", "H", "H", "Br", "C", "C", "Br", "H", "H", "H", "H", "Br", "C", "C", "Br", "H", "H", "H", "H"], "xyz": [[1.9657, -4.6772, -1.9282], [0.9947, -3.5340, -3.2430], [0.8716, -4.3759, -4.5163], [0.3422, -3.2332, -6.0657], [1.4941, -2.6125, -3.5422], [0.1045, -3.1173, -2.7717], [0.1371, -5.1695, -4.3792], [1.8348, -4.8299, -4.7493], [-3.3865, -0.1893, 0.2637], [-1.6967, -0.0310, 1.4273], [-0.4305, -0.5453, 0.6485], [-0.7942, -2.3344, -0.0718], [-1.8715, -0.4976, 2.3967], [-1.5173, 1.0206, 1.6510], [0.4119, -0.6197, 1.3362], [-0.2287, 0.1625, -0.1556], [4.6369, -2.1685, 0.2581], [3.2141, -3.2975, 1.1646], [3.1164, -2.9207, 2.6465], [2.5654, -1.0818, 3.0307], [3.4133, -4.3689, 1.1873], [2.3530, -3.0973, 0.5272], [4.1092, -3.0503, 3.0772], [2.4141, -3.5852, 3.1497], [-0.6514, 2.7635, -0.9734], [-0.0438, 4.4367, -0.1018], [-1.1793, 5.0491, 0.7319], [-0.7284, 6.8758, 1.4655], [0.1783, 5.1078, -0.9315], [0.9415, 4.2647, 0.3314], [-1.6226, 4.5045, 1.5655], [-2.0052, 5.0933, 0.0220], [-0.1789, 4.6552, 6.5277], [-0.1072, 4.0797, 4.5813], [0.5524, 2.7345, 4.6270], [0.7553, 2.0789, 2.7270], [0.4780, 4.7655, 3.9687], [-1.1382, 4.0511, 4.2287], [-0.0719, 2.1039, 5.2599], [1.5564, 2.8877, 5.0227], [-4.8392, -1.7060, -3.9904], [-2.9170, -1.2210, -4.4323], [-2.3235, -0.5858, -3.1805], [-0.4324, -0.0916, -3.5440], [-2.7952, -0.5986, -5.3188], [-2.4532, -2.1923, -4.6043], [-2.2786, -1.2974, -2.3561], [-2.7496, 0.3947, -2.9679]], "forces_ev_per_a": [[-0.444, 0.809, -0.596], [0.291, 0.287, -0.742], [-0.447, 0.140, 0.501], [0.150, -0.606, 0.768], [0.939, -0.260, 0.579], [-0.291, -0.849, -0.053], [-0.049, 0.149, -0.346], [-0.154, 0.262, -0.186], [1.337, 0.394, 1.216], [0.418, -0.107, -1.024], [-1.837, 0.254, 0.724], [0.560, 0.285, 0.160], [-0.196, -0.485, -0.433], [-0.428, 0.029, -0.433], [-0.085, -0.100, -0.146], [0.107, -0.471, -0.113], [-0.712, -1.079, 0.581], [0.149, 1.133, 0.287], [0.231, 0.027, -0.607], [0.078, -0.455, -0.160], [0.551, 0.127, -0.601], [-0.077, -0.032, 0.460], [-0.179, 0.131, 0.150], [-0.048, 0.147, -0.049], [0.182, 0.623, 0.459], [0.193, 0.451, -0.143], [-0.115, -0.044, -0.422], [-0.215, -1.258, -0.646], [-0.337, -0.019, -0.046], [-0.465, -0.315, 0.597], [0.830, -0.234, 0.103], [-0.063, 0.827, 0.098], [0.041, -0.074, -1.309], [-0.128, 0.290, 0.378], [-0.022, 0.478, -0.278], [-0.105, 0.336, 1.246], [-0.141, 0.327, 0.462], [0.118, 0.026, 0.183], [0.428, -0.613, -0.492], [-0.078, -0.571, -0.138], [1.138, 0.541, -0.470], [-0.023, -0.544, 0.868], [0.310, 0.149, -0.812], [-0.263, -0.207, 0.034], [-0.607, -0.032, 0.134], [-0.074, 0.151, -0.121], [-0.218, 0.454, 0.036], [-0.251, -0.472, 0.343]], "homo_ev": -9.98, "smiles": "BrCCBr.BrCCBr.BrCCBr.BrCCBr.BrCCBr.BrCCBr", "total_charge": 0, "lumo_ev": 0.11, "multiplicity": 1, "e_above_lowest_ev": 1.258}


No. 4
{"formula": "C2H9NO3", "method": "ωB97M-V with the def2-TZVPD basis set", "symbols": ["C", "C", "N", "O", "H", "H", "H", "H", "H", "H", "H", "O", "O", "H", "H"], "xyz": [[-0.0708, -0.4632, -0.6788], [0.9351, -0.9789, 0.3212], [0.2686, -0.6671, -2.0083], [-0.2784, 1.0901, -0.3838], [0.5736, 1.4899, -0.1379], [-0.7580, 1.1350, 0.5811], [1.2242, -0.4606, -2.2608], [-0.3973, -0.3407, -2.6926], [0.9200, -2.0690, 0.3067], [0.6940, -0.6039, 1.3182], [1.9439, -0.6462, 0.0564], [-0.2322, 1.3528, 2.1445], [-1.5522, 0.6722, 1.7566], [-2.1872, 1.2852, 2.1444], [-1.0833, -0.7956, -0.4668]], "forces_ev_per_a": [[-0.032, 0.328, 0.178], [-0.033, 0.085, -0.065], [0.026, 0.043, -0.010], [0.057, -0.365, -0.018], [-0.016, -0.061, 0.008], [0.013, -0.063, -0.030], [-0.051, 0.003, 0.046], [0.034, -0.018, 0.059], [-0.012, 0.050, -0.008], [-0.024, -0.013, -0.047], [-0.038, -0.012, -0.020], [-0.597, -0.267, -0.191], [0.551, 0.281, 0.148], [0.101, -0.012, -0.043], [0.019, 0.021, -0.009]], "homo_ev": -7.81, "total_charge": 0, "lumo_ev": 0.56, "multiplicity": 1, "e_above_lowest_ev": 5.783}